Entry 1:
Density functional theory data (ωB97M-V/def2-TZVPD) for a structure of composition C9H27INaO12P3 at a distorted geometry.

Output
HOMO level   -6.51 eV
HOMO-LUMO gap   6.586 eV

Last column: natural (NBO) charge in e.
Positions of all 53 atoms, in Å:
I 12.701 -16.670 -3.055  -0.94
P 15.483 -21.989 -3.705  2.55
P 13.178 -21.702 1.021  2.54
P 17.227 -17.745 -1.300  2.56
Na 13.707 -19.318 -2.201  0.91
O 17.665 -16.757 -2.559  -0.79
O 14.440 -20.895 -3.812  -1.11
O 16.293 -22.284 -5.057  -0.81
O 14.674 -22.219 1.381  -0.80
O 12.717 -21.118 2.517  -0.79
O 15.968 -18.479 -1.180  -1.09
O 18.620 -18.621 -1.133  -0.82
O 14.832 -23.435 -3.533  -0.81
O 13.126 -20.758 -0.149  -1.13
O 12.329 -23.105 0.808  -0.81
O 17.431 -16.712 -0.072  -0.80
O 16.660 -21.791 -2.579  -0.77
C 15.706 -22.386 -6.290  -0.25
C 10.924 -22.992 0.301  -0.25
C 18.661 -15.954 -0.178  -0.27
C 14.231 -23.861 -2.318  -0.28
C 17.692 -17.210 -3.875  -0.24
C 18.750 -19.827 -0.386  -0.26
C 12.202 -19.825 2.603  -0.25
C 17.464 -22.931 -2.538  -0.28
C 15.769 -21.378 1.365  -0.26
H 16.838 -16.917 -4.485  0.21
H 18.068 -22.925 -1.631  0.19
H 14.256 -23.237 -1.425  0.20
H 11.262 -19.820 2.052  0.18
H 16.892 -23.854 -2.635  0.20
H 18.277 -19.867 0.596  0.19
H 14.569 -24.842 -1.986  0.19
H 14.992 -21.583 -6.478  0.20
H 15.273 -23.384 -6.223  0.19
H 16.614 -22.285 -6.885  0.20
H 10.915 -22.159 -0.402  0.21
H 12.873 -19.049 2.233  0.20
H 17.753 -18.288 -3.724  0.17
H 19.123 -16.168 0.785  0.18
H 10.683 -23.908 -0.237  0.21
H 10.212 -22.785 1.100  0.20
H 18.602 -16.911 -4.396  0.18
H 19.754 -19.914 0.028  0.19
H 19.372 -16.224 -0.959  0.20
H 15.582 -20.358 1.029  0.21
H 16.091 -21.374 2.406  0.19
H 18.721 -20.755 -0.958  0.18
H 11.861 -19.634 3.621  0.20
H 16.635 -21.713 0.794  0.18
H 13.169 -23.907 -2.562  0.20
H 18.217 -22.804 -3.316  0.20
H 18.501 -14.877 -0.244  0.20

***

Entry 2:
Density functional theory data (ωB97M-V/def2-TZVPD) for a cluster of 9 separate species, C9H27N9O18 in total at a distorted geometry.

Output
HOMO level   -10.37 eV
HOMO-LUMO gap   9.825 eV

Last column: natural (NBO) charge in e.
Positions of all 63 atoms, in Å:
O -25.142 23.275 15.993  -0.37
O -27.706 19.929 17.435  -0.37
O -30.136 18.776 22.889  -0.35
O -25.758 19.148 17.002  -0.40
O -24.803 16.340 16.781  -0.41
O -23.614 15.617 15.161  -0.34
O -26.564 22.343 13.071  -0.38
O -32.828 18.325 19.907  -0.38
O -30.756 18.821 19.745  -0.36
O -25.532 20.739 14.036  -0.39
O -25.466 15.453 22.564  -0.37
O -27.960 15.717 20.192  -0.39
O -28.360 18.203 21.815  -0.40
O -25.059 15.394 20.447  -0.40
O -25.404 24.070 17.972  -0.37
O -21.849 16.721 19.807  -0.39
O -21.283 16.490 17.746  -0.36
O -28.806 14.440 21.681  -0.38
N -29.056 18.241 22.816  0.53
N -25.071 15.940 21.535  0.55
N -26.512 21.428 13.860  0.54
N -21.872 17.066 18.639  0.53
N -25.031 23.219 17.203  0.53
N -26.850 19.083 17.534  0.53
N -28.182 14.621 20.659  0.54
N -24.224 15.456 16.180  0.54
N -31.658 18.020 19.825  0.53
C -24.619 17.362 21.566  -0.48
C -27.690 13.431 19.935  -0.48
C -24.113 14.141 16.831  -0.49
C -31.290 16.600 19.713  -0.50
C -27.035 17.957 18.482  -0.48
C -27.690 21.205 14.743  -0.48
C -24.284 22.067 17.737  -0.50
C -22.903 18.063 18.290  -0.50
C -28.614 17.367 23.925  -0.49
H -24.736 21.793 18.692  0.22
H -24.605 13.423 16.174  0.23
H -23.074 13.884 17.003  0.25
H -24.559 17.743 20.559  0.22
H -22.874 18.270 17.223  0.25
H -29.039 17.742 24.855  0.23
H -30.216 16.546 19.561  0.23
H -23.890 17.653 18.468  0.25
H -27.097 12.850 20.631  0.25
H -27.106 13.769 19.085  0.23
H -28.557 12.920 19.522  0.24
H -26.112 17.836 19.039  0.22
H -27.896 18.168 19.108  0.26
H -24.673 14.113 17.761  0.23
H -24.263 21.136 17.177  0.25
H -28.920 16.355 23.689  0.25
H -28.447 21.881 14.359  0.23
H -31.507 16.091 20.652  0.24
H -23.707 17.523 22.134  0.25
H -22.706 18.977 18.845  0.22
H -27.543 17.480 24.071  0.23
H -25.401 17.852 22.149  0.24
H -27.135 17.017 17.945  0.25
H -23.262 22.406 17.891  0.23
H -27.948 20.159 14.790  0.23
H -27.335 21.623 15.680  0.25
H -31.825 16.090 18.918  0.23

***

Entry 3:
Density functional theory data (ωB97M-V/def2-TZVPD) for a structure of composition C9H27O5V at a distorted geometry.

Output
Multiplicity   4
HOMO level (alpha / beta)   -12.09 / -12.13 eV
Total charge   +1
HOMO-LUMO gap (alpha / beta)   7.210 / 7.328 eV

Last column: Mulliken spin population.
Positions of all 42 atoms, in Å:
V -18.128 -6.174 -21.868  2.98
O -18.925 -7.222 -19.924  0.00
O -20.855 -0.508 -17.318  0.00
O -19.849 -7.223 -22.897  0.00
O -19.477 -4.638 -21.279  0.01
O -20.601 -5.267 -18.282  0.00
C -21.685 -4.614 -17.602  0.00
C -20.962 -7.045 -23.850  0.00
C -19.801 -3.285 -21.085  0.00
C -20.236 0.167 -19.517  0.00
C -17.979 -9.408 -19.660  0.00
C -19.165 -8.512 -19.368  0.00
C -21.988 -6.141 -23.160  0.00
C -21.345 -0.390 -18.644  0.00
C -22.145 -5.549 -16.515  0.00
H -21.494 -5.187 -22.965  0.00
H -17.757 -9.555 -20.722  0.00
H -19.471 -8.687 -18.336  0.00
H -19.976 -9.016 -19.918  0.00
H -19.517 -8.128 -22.987  0.00
H -21.290 -3.697 -17.146  0.00
H -17.084 -8.960 -19.215  0.00
H -20.548 -6.563 -24.728  0.00
H -21.646 -1.359 -19.062  0.00
H -20.062 1.237 -19.389  0.00
H -18.125 -10.392 -19.217  0.00
H -19.840 -3.108 -19.998  0.00
H -20.839 -3.048 -21.352  0.00
H -20.383 -4.764 -19.078  0.00
H -23.121 -5.266 -16.111  0.00
H -19.081 -2.609 -21.544  0.00
H -19.502 -6.609 -19.414  0.00
H -22.451 -4.269 -18.306  0.00
H -20.437 0.010 -20.578  0.00
H -21.454 -5.439 -15.677  0.00
H -21.613 -0.596 -16.730  0.00
H -22.255 0.208 -18.726  0.00
H -22.512 -6.489 -22.279  0.00
H -22.678 -5.861 -23.964  0.00
H -21.426 -8.015 -24.005  0.00
H -19.272 -0.278 -19.267  0.00
H -22.200 -6.603 -16.780  0.00

***

Entry 4:
Density functional theory data (ωB97M-V/def2-TZVPD) for a structure of composition C9H28AgBr2O13P3 at a distorted geometry.

Output
Multiplicity   2
HOMO level (alpha / beta)   -3.63 / -3.43 eV
Total charge   -1
HOMO-LUMO gap (alpha / beta)   5.924 / 5.721 eV

Last column: Mulliken spin population.
Positions of all 56 atoms, in Å:
Ag -1.978 -0.060 0.293  0.33
Br -3.969 -2.094 -0.174  0.03
Br -3.216 2.268 -0.612  0.07
P 0.022 0.368 -2.757  -0.01
P 0.210 -2.850 0.746  0.01
P -0.039 2.559 1.892  0.00
O -1.227 2.709 3.007  -0.01
O 1.709 0.200 -2.792  0.00
O -0.714 -0.445 -3.977  0.00
O 1.284 2.353 2.756  0.00
O -0.357 -1.513 0.820  0.01
O 1.720 -3.072 1.357  0.00
O -0.113 1.871 -3.301  0.00
O 0.275 -3.500 -0.656  0.00
O -2.705 0.486 2.286  0.56
O -0.357 1.459 0.966  0.02
O -0.682 0.026 -1.513  0.02
O -0.826 -3.942 1.494  0.00
O 0.058 4.033 1.247  0.00
C 2.238 -4.389 1.503  0.00
C -1.256 3.622 4.075  0.00
C -0.793 -3.615 -1.542  0.00
C -0.023 -0.600 -5.179  0.00
C 0.724 4.325 0.062  0.00
C 2.578 1.045 -2.035  0.00
C 1.807 1.057 3.109  0.00
C -1.355 2.201 -3.845  0.00
C -0.787 -3.971 2.951  0.00
H 1.998 -4.584 2.548  0.00
H 0.094 4.956 -0.564  0.00
H 1.065 -0.547 -5.191  0.00
H 2.724 0.932 2.533  0.00
H -2.122 1.434 -3.743  0.00
H 2.151 2.048 -2.021  0.00
H 1.723 -5.098 0.854  0.00
H -1.020 -2.829 -2.263  0.00
H -0.394 0.121 -5.907  0.00
H 0.998 3.473 -0.560  0.00
H -0.319 3.807 4.600  0.00
H -0.272 -1.553 -5.647  0.00
H -1.848 3.128 -3.551  0.00
H 3.326 -4.333 1.465  0.00
H -2.105 0.520 3.057  -0.03
H -1.735 -3.931 -1.093  0.00
H -1.120 2.212 -4.909  0.00
H -1.919 3.368 4.902  0.00
H 2.669 0.614 -1.038  0.00
H -1.458 4.638 3.734  0.00
H 1.583 4.966 0.260  0.00
H 0.060 -3.359 3.261  0.00
H 1.033 0.315 2.910  0.00
H 2.048 0.971 4.168  0.00
H 3.546 1.071 -2.534  0.00
H -0.664 -4.926 3.462  0.00
H -1.711 -3.546 3.342  0.00
H -0.553 -4.399 -2.260  0.00

***

Please write out number 2 again, unchanged.
Density functional theory data (ωB97M-V/def2-TZVPD) for a cluster of 9 separate species, C9H27N9O18 in total at a distorted geometry.

Output
HOMO level   -10.37 eV
HOMO-LUMO gap   9.825 eV

Last column: natural (NBO) charge in e.
Positions of all 63 atoms, in Å:
O -25.142 23.275 15.993  -0.37
O -27.706 19.929 17.435  -0.37
O -30.136 18.776 22.889  -0.35
O -25.758 19.148 17.002  -0.40
O -24.803 16.340 16.781  -0.41
O -23.614 15.617 15.161  -0.34
O -26.564 22.343 13.071  -0.38
O -32.828 18.325 19.907  -0.38
O -30.756 18.821 19.745  -0.36
O -25.532 20.739 14.036  -0.39
O -25.466 15.453 22.564  -0.37
O -27.960 15.717 20.192  -0.39
O -28.360 18.203 21.815  -0.40
O -25.059 15.394 20.447  -0.40
O -25.404 24.070 17.972  -0.37
O -21.849 16.721 19.807  -0.39
O -21.283 16.490 17.746  -0.36
O -28.806 14.440 21.681  -0.38
N -29.056 18.241 22.816  0.53
N -25.071 15.940 21.535  0.55
N -26.512 21.428 13.860  0.54
N -21.872 17.066 18.639  0.53
N -25.031 23.219 17.203  0.53
N -26.850 19.083 17.534  0.53
N -28.182 14.621 20.659  0.54
N -24.224 15.456 16.180  0.54
N -31.658 18.020 19.825  0.53
C -24.619 17.362 21.566  -0.48
C -27.690 13.431 19.935  -0.48
C -24.113 14.141 16.831  -0.49
C -31.290 16.600 19.713  -0.50
C -27.035 17.957 18.482  -0.48
C -27.690 21.205 14.743  -0.48
C -24.284 22.067 17.737  -0.50
C -22.903 18.063 18.290  -0.50
C -28.614 17.367 23.925  -0.49
H -24.736 21.793 18.692  0.22
H -24.605 13.423 16.174  0.23
H -23.074 13.884 17.003  0.25
H -24.559 17.743 20.559  0.22
H -22.874 18.270 17.223  0.25
H -29.039 17.742 24.855  0.23
H -30.216 16.546 19.561  0.23
H -23.890 17.653 18.468  0.25
H -27.097 12.850 20.631  0.25
H -27.106 13.769 19.085  0.23
H -28.557 12.920 19.522  0.24
H -26.112 17.836 19.039  0.22
H -27.896 18.168 19.108  0.26
H -24.673 14.113 17.761  0.23
H -24.263 21.136 17.177  0.25
H -28.920 16.355 23.689  0.25
H -28.447 21.881 14.359  0.23
H -31.507 16.091 20.652  0.24
H -23.707 17.523 22.134  0.25
H -22.706 18.977 18.845  0.22
H -27.543 17.480 24.071  0.23
H -25.401 17.852 22.149  0.24
H -27.135 17.017 17.945  0.25
H -23.262 22.406 17.891  0.23
H -27.948 20.159 14.790  0.23
H -27.335 21.623 15.680  0.25
H -31.825 16.090 18.918  0.23

***

What did the fourth record say?
Density functional theory data (ωB97M-V/def2-TZVPD) for a structure of composition C9H28AgBr2O13P3 at a distorted geometry.

Output
Multiplicity   2
HOMO level (alpha / beta)   -3.63 / -3.43 eV
Total charge   -1
HOMO-LUMO gap (alpha / beta)   5.924 / 5.721 eV

Last column: Mulliken spin population.
Positions of all 56 atoms, in Å:
Ag -1.978 -0.060 0.293  0.33
Br -3.969 -2.094 -0.174  0.03
Br -3.216 2.268 -0.612  0.07
P 0.022 0.368 -2.757  -0.01
P 0.210 -2.850 0.746  0.01
P -0.039 2.559 1.892  0.00
O -1.227 2.709 3.007  -0.01
O 1.709 0.200 -2.792  0.00
O -0.714 -0.445 -3.977  0.00
O 1.284 2.353 2.756  0.00
O -0.357 -1.513 0.820  0.01
O 1.720 -3.072 1.357  0.00
O -0.113 1.871 -3.301  0.00
O 0.275 -3.500 -0.656  0.00
O -2.705 0.486 2.286  0.56
O -0.357 1.459 0.966  0.02
O -0.682 0.026 -1.513  0.02
O -0.826 -3.942 1.494  0.00
O 0.058 4.033 1.247  0.00
C 2.238 -4.389 1.503  0.00
C -1.256 3.622 4.075  0.00
C -0.793 -3.615 -1.542  0.00
C -0.023 -0.600 -5.179  0.00
C 0.724 4.325 0.062  0.00
C 2.578 1.045 -2.035  0.00
C 1.807 1.057 3.109  0.00
C -1.355 2.201 -3.845  0.00
C -0.787 -3.971 2.951  0.00
H 1.998 -4.584 2.548  0.00
H 0.094 4.956 -0.564  0.00
H 1.065 -0.547 -5.191  0.00
H 2.724 0.932 2.533  0.00
H -2.122 1.434 -3.743  0.00
H 2.151 2.048 -2.021  0.00
H 1.723 -5.098 0.854  0.00
H -1.020 -2.829 -2.263  0.00
H -0.394 0.121 -5.907  0.00
H 0.998 3.473 -0.560  0.00
H -0.319 3.807 4.600  0.00
H -0.272 -1.553 -5.647  0.00
H -1.848 3.128 -3.551  0.00
H 3.326 -4.333 1.465  0.00
H -2.105 0.520 3.057  -0.03
H -1.735 -3.931 -1.093  0.00
H -1.120 2.212 -4.909  0.00
H -1.919 3.368 4.902  0.00
H 2.669 0.614 -1.038  0.00
H -1.458 4.638 3.734  0.00
H 1.583 4.966 0.260  0.00
H 0.060 -3.359 3.261  0.00
H 1.033 0.315 2.910  0.00
H 2.048 0.971 4.168  0.00
H 3.546 1.071 -2.534  0.00
H -0.664 -4.926 3.462  0.00
H -1.711 -3.546 3.342  0.00
H -0.553 -4.399 -2.260  0.00

***

> What is the formula in the fourth record?

C9H28AgBr2O13P3